(1)
This record from the OMol25 dataset describes a molecular structure, C9H13N2O7V. The level of theory is ωB97M-V with the def2-TZVPD basis set.

Element x y z (Å)
O1 -4.14609 -3.98758 -3.64932
V1 -3.13084 -4.61812 -2.63109
O2 -2.20740 -5.70445 -3.31804
C1 -1.53283 -1.00558 -3.27549
C2 -0.78112 -2.19290 -2.58968
O3 -1.58848 -3.14870 -1.92317
H1 -0.92070 -0.75524 -4.14193
H2 -1.71755 -0.10414 -2.69121
H3 -2.46675 -1.32950 -3.73480
H4 -0.13605 -1.68378 -1.87360
H5 -0.18502 -2.68452 -3.35849
C3 -2.19998 2.11027 -0.54727
N1 -2.53906 1.28975 0.58628
O4 -3.30920 1.73950 1.44711
O5 -2.06755 0.14806 0.67868
H6 -3.13638 2.08647 -1.10468
H7 -1.46275 1.67902 -1.22448
H8 -2.17702 3.17208 -0.30204
C4 3.67031 1.89128 3.72261
C5 3.41304 2.58971 2.60665
C6 2.55417 1.98515 1.61261
C7 2.01396 0.67321 1.79934
C8 2.32867 0.00718 2.97685
C9 3.16377 0.63693 3.96536
N2 1.13370 0.05989 0.77070
O6 0.89403 0.66774 -0.33253
O7 0.62903 -1.02846 0.92726
H9 4.29508 2.24838 4.52793
H10 3.81295 3.54694 2.30634
H11 2.41433 2.56059 0.70944
H12 2.04572 -1.02304 3.13492
H13 3.33594 0.17381 4.92571

The total charge is +1. The expectation value of S² is 0.7569. The value obtained for the gap between HOMO and LUMO (spin up / spin down) is 4.913 / 4.037 eV. The spin multiplicity is 2.

(2)
This record from the OMol25 dataset describes 2 unconnected molecules or ions with the total composition C2H4INO2. The level of theory is ωB97M-V with the def2-TZVPD basis set.

Element x y z (Å)
O1 1.14965 4.13826 -0.02722
N1 0.60820 3.04869 -0.00391
O2 1.10390 1.95897 -0.06803
H1 -0.51508 3.03361 -0.12524
C1 0.05566 -1.26100 -0.38464
C2 -0.50671 -0.38326 0.38820
I1 -2.25272 0.74576 -0.00706
H2 1.01102 -1.66743 -0.06364
H3 -0.42106 -1.42786 -1.40133
H4 -0.04477 -0.07447 1.30597

The value obtained for the energy above the lowest of the compared OMol25 structures with the same formula, charge and spin is 90.9 kcal per mole. Its structure (SMILES) is O=[NH+][O-].C=CI. The value obtained for the gap between HOMO and LUMO is 9.844 eV.

(3)
This record from the OMol25 dataset describes a molecular structure, C41H65Br2CrN5Si. The level of theory is ωB97M-V with the def2-TZVPD basis set.

Element x y z (Å)
Cr1 -0.97858 -0.42423 1.08528
C1 -3.20537 0.28428 0.35680
C2 -2.30043 1.33058 0.03556
C3 -1.77342 1.81910 1.30177
C4 -2.39237 1.03920 2.30767
C5 -3.35407 0.16225 1.74165
C6 -4.59681 -0.37840 2.44276
C7 -5.32825 0.87024 2.96957
C8 -4.35872 -1.30346 3.63612
C9 -5.50381 -1.09597 1.44157
C10 -0.99664 3.10009 1.67483
C11 -1.04929 3.34665 3.19286
C12 0.47164 3.05416 1.23989
C13 -1.67997 4.34554 1.08221
C14 -2.36948 1.92090 -1.38674
C15 -2.71975 0.83363 -2.41459
C16 -3.53908 2.92361 -1.41605
C17 -1.10169 2.59056 -1.89594
H1 -3.81610 -0.22586 -0.36943
H2 -2.28993 1.21912 3.36581
H3 -4.77386 1.33997 3.78253
H4 -6.31176 0.58933 3.34761
H5 -5.46227 1.60901 2.17818
H6 -3.64006 -0.87387 4.33554
H7 -4.01982 -2.29027 3.32895
H8 -5.29928 -1.43797 4.17156
H9 -5.82721 -0.42894 0.64208
H10 -6.39660 -1.45927 1.95103
H11 -5.00273 -1.95689 0.99031
H12 -0.59446 2.56172 3.78910
H13 -2.07711 3.47880 3.53481
H14 -0.50793 4.26682 3.41191
H15 0.99616 2.21780 1.70193
H16 0.97422 3.97723 1.53534
H17 0.56785 2.94981 0.16304
H18 -2.74905 4.34072 1.30021
H19 -1.54803 4.44805 0.01300
H20 -1.25123 5.23582 1.54363
H21 -3.75729 0.50739 -2.33897
H22 -2.07827 -0.03463 -2.31536
H23 -2.58470 1.23496 -3.41910
H24 -4.45804 2.44567 -1.07222
H25 -3.69941 3.26524 -2.44017
H26 -3.36084 3.79624 -0.79445
H27 -0.28343 1.88141 -1.89895
H28 -0.79921 3.45475 -1.31893
H29 -1.26347 2.92956 -2.92063
N1 -1.75658 -3.48027 4.07773
C18 -1.41260 -2.20556 3.89341
N2 -1.60167 -1.89167 2.62782
C19 -2.01880 -3.05888 2.07604
N3 -2.13675 -4.05600 2.92042
C20 -2.13985 -3.14609 0.63056
C21 -2.77660 -4.17964 -0.03909
N4 -2.76525 -4.25580 -1.36364
C22 -2.09652 -3.30893 -2.01115
C23 -1.46815 -2.26118 -1.35121
N5 -1.50596 -2.15880 -0.02386
H30 -1.74012 -4.02004 4.92838
H31 -1.04688 -1.55286 4.66767
H32 -3.29868 -4.94693 0.51684
H33 -2.05719 -3.37431 -3.09079
H34 -0.92144 -1.49735 -1.87980
Br1 4.23002 -1.59989 5.22255
C24 2.74641 -1.24396 4.10195
C25 2.40262 -2.15097 3.11194
C26 1.35414 -1.84894 2.25707
C27 0.60078 -0.67666 2.37531
C28 0.95291 0.18490 3.40984
C29 2.02158 -0.07809 4.26340
H35 2.95614 -3.07459 3.00613
H36 1.11901 -2.56829 1.47470
H37 0.38681 1.08512 3.57798
H38 2.28327 0.62082 5.04691
C30 2.96025 -3.15997 -2.18278
C31 2.63397 -1.91952 -3.02686
C32 1.17571 -2.08075 -3.48541
C33 3.55161 -1.93110 -4.27137
Si1 2.97599 -0.28684 -2.10464
Br2 1.06782 -0.02982 -0.58158
C34 2.84475 1.30817 -3.15623
C35 1.72851 1.20976 -4.20806
C36 4.19175 1.49047 -3.89184
C37 2.60424 2.58728 -2.34204
C38 4.41353 -0.31943 -0.85406
C39 4.66188 1.07153 -0.25078
C40 4.17023 -1.27601 0.32135
C41 5.68937 -0.76508 -1.60212
H39 2.69120 -4.04841 -2.76097
H40 2.38595 -3.18190 -1.25514
H41 4.01726 -3.24267 -1.93899
H42 1.13966 -2.82009 -4.28996
H43 0.70967 -1.16856 -3.85206
H44 0.57687 -2.46671 -2.66126
H45 3.49608 -2.92144 -4.73005
H46 4.59868 -1.74319 -4.03358
H47 3.24061 -1.20778 -5.02154
H48 1.89691 0.41441 -4.93119
H49 1.69602 2.15020 -4.76418
H50 0.74672 1.06470 -3.75392
H51 4.45808 0.64277 -4.52170
H52 5.01382 1.67204 -3.20157
H53 4.11436 2.36661 -4.54077
H54 1.70333 2.53966 -1.74648
H55 2.49682 3.41809 -3.04507
H56 3.43012 2.82667 -1.67768
H57 3.76775 1.47752 0.22603
H58 5.02248 1.78696 -0.98802
H59 5.43397 0.98001 0.51722
H60 3.28998 -0.98850 0.89150
H61 5.03133 -1.21769 0.99304
H62 4.06338 -2.31438 0.01919
H63 5.92106 -0.13887 -2.46306
H64 5.63279 -1.79846 -1.94102
H65 6.53481 -0.69525 -0.91310

The value obtained for the energy above the lowest of the compared OMol25 structures with the same formula, charge and spin is 31.5 kcal per mole. The total charge is +1. The expectation value of S² is 1.1214. The value obtained for the gap between HOMO and LUMO (spin up / spin down) is 7.300 / 6.937 eV. The spin multiplicity is 2.

(4)
This record from the OMol25 dataset describes a molecular structure, C33H21Cl2CoF3GeN2O4S. The level of theory is ωB97M-V with the def2-TZVPD basis set.

Element x y z (Å)
Co1 1.42497 0.79109 1.03803
F1 -2.96280 4.46342 0.41767
C1 -3.31948 3.28080 0.93317
F2 -4.43044 3.54827 1.61771
F3 -3.66658 2.42547 -0.02803
C2 -2.25140 2.67950 1.83763
C3 -2.59591 2.41338 3.15592
C4 -1.67812 1.92068 4.02938
C5 -0.46507 1.43260 3.53095
N1 -0.15928 1.56601 2.27709
C6 -1.01276 2.20124 1.44027
S1 -0.08937 2.60320 -0.04586
H1 -3.57881 2.69490 3.46957
H2 -2.02454 1.68508 5.07680
H3 0.26816 0.91526 4.15079
Cl1 8.42501 -0.50091 0.95398
C7 6.76876 -0.08638 0.58589
C8 6.26105 -0.29919 -0.68582
C9 4.96686 -0.00468 -0.91165
Cl2 4.43967 -0.19503 -2.53715
C10 4.13451 0.54626 0.10964
O1 2.87466 0.72126 -0.20597
C11 4.63081 0.70142 1.39226
C12 3.97528 1.27398 2.52186
O2 2.75354 1.47722 2.74084
C13 6.03189 0.46058 1.56118
H4 6.88408 -0.69594 -1.48090
H5 4.67341 1.64163 3.25826
H6 6.60320 0.70240 2.42674
O3 -1.77243 -0.59364 1.46353
C14 -0.83685 -1.36326 1.36730
N2 0.47195 -1.10076 1.29986
C15 1.16255 -2.33207 1.26119
O4 2.40312 -2.43794 1.12936
C16 0.18293 -3.46239 1.26765
C17 0.37986 -4.85950 1.34668
C18 -0.76018 -5.62512 1.46094
C19 -2.03808 -5.03656 1.72556
C20 -2.19041 -3.63136 1.64960
C21 -1.06104 -2.87950 1.36590
H7 1.43568 -5.28985 1.13036
H8 -0.68774 -6.66924 1.30945
H9 -2.83149 -5.64487 1.94020
H10 -3.18580 -3.24984 1.93190
Ge1 -0.46475 1.51974 -2.07714
C22 -0.25625 -0.32764 -1.93137
C23 1.04951 -0.74272 -2.26016
C24 1.43718 -2.10084 -2.24568
C25 0.35765 -3.01259 -2.07199
C26 -0.92443 -2.54901 -1.81056
C27 -1.25148 -1.20987 -1.64807
C28 -2.14532 2.22578 -2.79985
C29 -3.12455 1.37411 -3.24831
C30 -4.31384 1.82691 -3.83137
C31 -4.56038 3.22408 -3.88015
C32 -3.61853 4.04845 -3.27761
C33 -2.41627 3.60635 -2.77048
H11 0.68635 2.12688 -2.89639
H12 1.71219 0.06205 -2.43932
H13 2.48565 -2.50352 -2.46873
H14 0.62253 -4.06657 -2.16541
H15 -1.68971 -3.28655 -1.57229
H16 -2.25296 -0.89085 -1.35143
H17 -2.94416 0.33571 -3.15361
H18 -5.07140 1.15514 -4.32915
H19 -5.51741 3.65637 -4.26865
H20 -3.67380 5.07810 -3.37744
H21 -1.67921 4.26286 -2.40459

The value obtained for the energy above the lowest of the compared OMol25 structures with the same formula, charge and spin is 2.7 kcal per mole. The expectation value of S² is 3.7574. The value obtained for the gap between HOMO and LUMO (spin up / spin down) is 7.919 / 7.985 eV. The spin multiplicity is 4.

Table of M (g/mol), in record order: 312.154, 200.963, 867.896, 801.051
Table of largest force on an atom (eV/A), in record order: 4.4, 3.1, 3.1, 4.1